C6H12 | ωB97M-V with the def2-TZVPD basis set

Positions of all 18 atoms, in Å:
H (0.586, -0.061, 1.509)
C (1.871, 0.770, -0.058)
H (1.764, 1.334, -0.987)
H (2.538, -1.271, 0.549)
H (2.508, 1.253, 0.683)
C (0.698, -0.017, 0.420)
H (1.837, -1.247, -1.116)
H (-0.876, 2.139, -0.222)
C (-1.417, -1.258, 0.051)
C (-0.624, -0.004, -0.327)
H (-2.393, -1.324, -0.439)
H (-2.385, 1.283, -0.534)
H (-1.595, -1.237, 1.134)
C (-1.437, 1.241, 0.008)
H (-1.710, 1.302, 1.078)
C (1.909, -0.727, -0.148)
H (-0.433, -0.027, -1.427)
H (-0.841, -2.151, -0.173)

The lowest unoccupied orbital energy comes out at 1.27 eV. As for the SMILES: CC(C)C1CC1. The value obtained for the relative energy (zero: lowest compared OMol25 entry of this formula, charge and spin) is 22.7 kcal/mol. The calculated total energy is -6415.9559 eV. Its gap between HOMO and LUMO is 11.4 eV.